# 1
Here is an isolated ion of composition C2H9N2 and charge +1 from the OMol25 dataset. Energies are from wB97M-V/def2-TZVPD.

Positions of all 13 atoms, in Å:
N: -0.95046 0.18765 -1.59712
C: -0.36858 0.65048 -0.40032
C: -0.12946 -0.43631 0.65351
N: 1.25331 -0.37578 1.23819
H: -1.94614 0.19167 -1.74443
H: -0.47140 0.34410 -2.45994
H: -0.70310 1.57068 0.10778
H: 0.66878 0.99875 -0.62363
H: -0.28843 -1.43048 0.24358
H: -0.87393 -0.31174 1.44840
H: 1.43354 -1.25779 1.72212
H: 1.95760 -0.25954 0.51129
H: 1.42410 0.25117 2.01920

The max |F| is 2.69 eV/A. Its SMILES is NCC[NH3+]. The molar mass comes out at 61.11 g mol⁻¹. Its multiplicity is 1. As for the HOMO-LUMO gap: 9.55 eV. The total energy comes out at -5192.917 eV. The total charge is +1.

These are the natural (NBO) partial charges, in e, on atoms 1 to 5:
1 N -0.85
2 C -0.23
3 C -0.25
4 N -0.67
5 H 0.40

***

# 2
Here is a 2-piece molecular cluster, C2H9N2 overall from the OMol25 dataset. Energies are from wB97M-V/def2-TZVPD.

Positions of all 13 atoms, in Å:
N: -1.64100 1.05276 0.47803
H: -2.08427 1.96942 0.34362
H: -0.65754 0.86869 0.65284
H: -1.76159 0.59122 -0.43565
H: -2.21388 0.52542 1.15454
C: 0.45840 -1.71803 0.15059
C: 1.30048 -0.69850 -0.28602
N: 1.03989 0.62108 -0.71462
H: -0.61659 -1.82977 0.13037
H: 0.95434 -2.53071 0.70555
H: 2.36902 -0.93709 -0.33130
H: 1.61680 1.25778 -0.15000
H: 1.23595 0.82773 -1.69795

The max |F| is 2.91 eV/A. The molar mass comes out at 61.11 g mol⁻¹. Its multiplicity is 2. As for the HOMO-LUMO gap (spin up / spin down): 10.93 / 6.87 eV. The total energy comes out at -5178.540 eV. The total charge is +2.

These are the natural (NBO) partial charges, in e, on atoms 1 to 5:
1 N -0.87
2 H 0.49
3 H 0.45
4 H 0.45
5 H 0.46

***

# 3
Here is an isolated ion of composition C2H9N2 and charge +2 from the OMol25 dataset. Energies are from wB97M-V/def2-TZVPD.

Positions of all 13 atoms, in Å:
C: -0.04224 0.86995 -0.12940
N: 0.54523 1.20321 -1.38158
C: 0.30376 -0.59791 0.28725
N: -0.70479 -1.30545 1.12828
H: 0.40948 1.45334 0.68107
H: -1.13034 1.03995 -0.12021
H: 0.56665 0.47197 -2.10450
H: 0.29032 2.12705 -1.76030
H: 0.61325 -1.30141 -0.49274
H: 1.29120 -0.51665 0.75150
H: -0.49633 -2.30014 1.27150
H: -1.65153 -1.18953 0.75154
H: -0.75749 -0.87659 2.06423

The max |F| is 2.37 eV/A. The molar mass comes out at 61.11 g mol⁻¹. Its multiplicity is 2. As for the HOMO-LUMO gap (spin up / spin down): 14.84 / 9.67 eV. The total energy comes out at -5179.518 eV. The total charge is +2.

These are the natural (NBO) partial charges, in e, on atoms 1 to 5:
1 C -0.33
2 N -0.19
3 C -0.28
4 N -0.67
5 H 0.31

***

# 4
Here is a 2-piece molecular cluster, C2H9N2O overall from the OMol25 dataset. Energies are from wB97M-V/def2-TZVPD.

Positions of all 14 atoms, in Å:
C: -1.98032 0.82617 0.29332
O: -1.55121 -0.25137 0.96194
H: -1.46025 1.79606 0.52843
H: -1.82486 0.79411 -0.84149
H: -3.06652 1.02082 0.41592
N: 1.53490 0.58815 0.36419
C: 1.44377 -0.48196 -0.64072
N: 0.46413 -1.54367 -0.44909
H: 0.88188 1.32387 0.12768
H: 1.23197 0.28132 1.28666
H: 1.20953 0.04951 -1.57116
H: 2.46467 -0.88946 -0.69502
H: 0.93729 -2.33088 -0.00523
H: -0.28499 -1.18265 0.22457

The max |F| is 0.94 eV/A. The molar mass comes out at 77.11 g mol⁻¹. Its multiplicity is 1. As for the HOMO-LUMO gap: 7.21 eV. The total energy comes out at -7247.068 eV. The total charge is -1.

These are the natural (NBO) partial charges, in e, on atoms 1 to 5:
1 C -0.19
2 O -0.97
3 H 0.06
4 H 0.07
5 H 0.09